Below is a molecular structure, C13H19P2Sn in a non-equilibrium geometry, with properties calculated with wB97M-V/def2-TZVPD.

Output
charge: -1
molecular weight: 355.95 u
total energy: -38191.4458 eV
frontier orbital gap (alpha / beta): 3.0 / 3.2 eV
relative energy (zero: lowest compared OMol25 entry of this formula, charge and spin): 155.0 kJ/mol
E_HOMO (alpha / beta): -0.05 / -0.22 eV

```
35
Properties=species:S:1:pos:R:3:forces:R:3:nbo_charge:R:1
C 1.7619 -1.4231 -2.5676 0.38 -0.48 -0.10 -0.812
C 1.7135 -0.9687 -3.8492 -0.30 -0.24 -1.17 -0.189
C 0.7831 -0.0688 -4.4140 0.14 -0.22 -1.22 -0.464
C -0.1594 0.7693 -3.7949 -0.15 0.57 -0.88 -0.192
C -0.1932 1.1693 -2.4924 -0.64 0.35 -0.38 -0.803
Sn 0.8958 -0.0824 -1.3348 -0.32 0.42 1.62 0.718
P 2.8901 0.2989 0.3482 0.92 0.15 0.38 -0.106
H 2.4042 -2.2488 -2.2638 0.08 0.34 -0.11 0.206
H 2.4103 -1.3808 -4.5916 -0.18 -0.16 0.10 0.177
H 0.7918 -0.0286 -5.5113 -0.03 -0.03 0.41 0.183
H -0.8395 1.9849 -2.1518 0.12 -0.38 -0.14 0.202
H -0.8854 1.2048 -4.5014 0.28 0.13 0.11 0.173
H 3.0244 1.6237 0.8751 0.34 -0.12 0.45 -0.032
H 4.1732 -0.0547 -0.1818 1.17 -0.05 0.62 -0.094
H 2.7240 -0.5574 1.5009 0.31 0.56 -0.42 -0.018
C -0.7522 -2.5230 0.9067 -0.50 -0.47 0.32 -0.964
P -0.9503 -0.8583 0.2626 -0.17 0.45 0.31 0.947
C -2.6646 -0.6882 -0.2594 -1.14 -0.45 0.53 -0.966
C -0.8119 0.2375 1.7158 -0.69 -0.49 -0.12 -0.265
C -1.2260 1.5714 1.5766 0.23 0.08 0.08 -0.237
C -0.9735 2.4931 2.5893 0.05 -0.21 0.21 -0.215
C -0.3159 2.0894 3.7601 -0.16 -0.37 -0.16 -0.237
C 0.0780 0.7512 3.9098 -0.17 0.29 -0.05 -0.218
C -0.1847 -0.1766 2.8994 0.20 0.29 -0.03 -0.251
H -0.7733 -3.2343 0.0739 0.03 0.10 0.11 0.247
H -1.5886 -2.7243 1.5860 0.22 -0.23 0.04 0.222
H 0.1965 -2.6315 1.4385 -0.13 0.04 -0.18 0.247
H -3.3016 -1.1027 0.5327 -0.39 0.14 -0.22 0.205
H -2.9306 0.3598 -0.4266 0.18 -0.20 -0.01 0.246
H -2.8311 -1.2413 -1.1904 0.13 0.14 0.16 0.244
H -1.7403 1.8917 0.6660 0.28 -0.05 0.27 0.215
H -1.2971 3.5279 2.4727 0.11 -0.24 0.02 0.207
H -0.1252 2.8080 4.5568 0.01 -0.16 -0.21 0.205
H 0.5842 0.4314 4.8244 -0.16 0.10 -0.31 0.208
H 0.1136 -1.2189 3.0356 -0.04 0.41 -0.05 0.211
```
Positions in Å, forces in eV/Å.